Record 1
Density functional theory data (the ωB97M-V functional and the def2-TZVPD basis) for a single C4H8P2 molecule.

Geometry as XYZ:
```
14
C4H8P2 the ωB97M-V functional and the def2-TZVPD basis
C 0.44 -1.25 -0.81
C -0.03 -0.68 0.53
C -1.27 0.06 0.44
C -1.11 1.55 0.58
P -2.66 -0.88 -0.03
P -4.36 0.19 -0.21
H -0.41 -1.48 -1.44
H 1.09 -2.14 -0.90
H 1.14 -0.45 -1.19
H 0.82 -0.11 1.00
H -0.20 -1.52 1.23
H -0.40 1.77 1.43
H -2.11 2.06 0.59
H -0.54 1.93 -0.38
```

Frontier orbital gap (spin up / spin down), eV: 6.398 / 6.535
SMILES: CCC(C)=P#P
HOMO (spin up / spin down), eV: -7.7 / -8.0
Total charge: 0

Atomic partial charges in e from the Löwdin method, atoms 1 to 5: number 1, C, carries -0.128; number 2, C, carries -0.375; number 3, C, carries -0.678; number 4, C, carries -0.134; number 5, P, carries 0.410


Record 2
Density functional theory data (the ωB97M-V functional and the def2-TZVPD basis) for a single C4H8S molecule.

Geometry as XYZ:
```
13
C4H8S the ωB97M-V functional and the def2-TZVPD basis
C 1.87 -0.74 -0.07
C 1.28 0.56 -0.20
C 0.01 0.82 -0.55
S -1.13 -0.35 -0.92
C -2.27 -0.08 0.43
H 2.91 -0.52 -0.38
H 1.92 -1.21 0.93
H 1.37 -1.56 -0.70
H 1.75 1.50 0.06
H -0.12 1.90 -0.59
H -2.76 -1.04 0.36
H -3.07 0.66 0.26
H -1.77 0.04 1.37
```

Frontier orbital gap, eV: 9.208
SMILES: C/C=C\SC
HOMO, eV: -8.3
Total charge: 0

Atomic partial charges in e from the Löwdin method, atoms 1 to 5: number 1, C, carries -0.144; number 2, C, carries -0.271; number 3, C, carries -0.552; number 4, S, carries 0.850; number 5, C, carries -0.399


Record 3
Density functional theory data (the ωB97M-V functional and the def2-TZVPD basis) for a single C4H8S molecule.

Geometry as XYZ:
```
13
C4H8S the ωB97M-V functional and the def2-TZVPD basis
C 0.95 -1.02 -0.28
C -0.29 -0.27 0.02
S -1.52 -1.16 0.78
C -0.65 0.93 -0.86
C -0.01 1.18 0.43
H 0.81 -1.92 -0.97
H 1.50 -1.34 0.61
H 1.62 -0.37 -0.83
H -1.10 -1.03 2.08
H -0.02 1.00 -1.74
H -1.77 1.07 -0.95
H -0.59 1.52 1.29
H 1.06 1.41 0.41
```

Frontier orbital gap, eV: 9.966
SMILES: CC1(S)CC1
HOMO, eV: -9.0
Total charge: 0

Atomic partial charges in e from the Löwdin method, atoms 1 to 5: number 1, C, carries -0.138; number 2, C, carries -0.943; number 3, S, carries 0.797; number 4, C, carries -0.146; number 5, C, carries -0.153


What are the strongest force on any atom values for these records? In order: 3.2; 3.4; 2.5 eV/Å.
What are the calculated total energy values for these records? In order: -839.7869; -555.3375; -555.3480 a.u..
What are the energy above the lowest of the compared OMol25 structures with the same formula, charge and spin values for these records? In order: 61.9; 20.4; 13.7 kcal/mol.